{
  "formula": "C24H21N3O5",
  "method": "ωB97M-V with the def2-TZVPD basis set",
  "smiles": "[H]/N=c1\\c2c(ncn1Cc1ccco1)Oc1cc(O)ccc1[C@H]2c1ccc(OC)c(OC)c1",
  "energy_ha": -1467.5950,
  "homo_lumo_gap_ev": 8.7,
  "symbols": ["H", "N", "C", "C", "C", "N", "C", "N", "C", "C", "C", "C", "C", "O", "O", "C", "C", "C", "O", "C", "C", "C", "C", "C", "C", "C", "C", "O", "C", "C", "O", "C", "C", "H", "H", "H", "H", "H", "H", "H", "H", "H", "H", "H", "H", "H", "H", "H", "H", "H", "H", "H", "H"],
  "coordinates": [[0.26983, -1.51778, -2.89472], [0.87187, -2.07218, -2.29841], [0.43586, -2.23369, -1.10967], [-0.76902, -1.71986, -0.49236], [-1.13783, -2.19621, 0.72932], [-0.36583, -3.04465, 1.46692], [0.77079, -3.37077, 0.96371], [1.20960, -3.03449, -0.25884], [2.55893, -3.37568, -0.68826], [3.54366, -2.43509, -0.07579], [3.79211, -1.11301, -0.30190], [4.79125, -0.73639, 0.62842], [5.07152, -1.85334, 1.35096], [4.31783, -2.88647, 0.93806], [-2.30980, -1.89130, 1.33036], [-3.27680, -1.31727, 0.54873], [-4.57941, -1.37160, 1.02794], [-5.61507, -0.83356, 0.27801], [-6.90135, -0.85658, 0.71231], [-5.34412, -0.25803, -0.96101], [-4.04499, -0.20787, -1.42328], [-2.99327, -0.72147, -0.67769], [-1.56150, -0.59845, -1.11967], [-0.92783, 0.70826, -0.65358], [-1.56331, 1.57719, 0.21570], [-0.91889, 2.72283, 0.65106], [0.37611, 3.03262, 0.25834], [1.03504, 4.16902, 0.66265], [0.37805, 5.05539, 1.53219], [1.04041, 2.14163, -0.60460], [2.30798, 2.25526, -1.09699], [3.23304, 3.15198, -0.52586], [0.36585, 1.01205, -1.05051], [1.42950, -3.98452, 1.56400], [2.79084, -4.39837, -0.38509], [2.55718, -3.27982, -1.77690], [3.32452, -0.48934, -1.03515], [5.23589, 0.23119, 0.73774], [5.76019, -2.03890, 2.15107], [-4.76175, -1.83924, 1.98448], [-6.94843, -1.28835, 1.57398], [-6.16012, 0.14714, -1.53624], [-3.83384, 0.25211, -2.37697], [-1.50350, -0.64506, -2.21363], [-2.56782, 1.38079, 0.55690], [-1.45121, 3.38462, 1.31503], [-0.52952, 5.46796, 1.07951], [1.08724, 5.86234, 1.71255], [0.12620, 4.57732, 2.48449], [3.31857, 3.00659, 0.55364], [4.18584, 2.91634, -1.00059], [2.97219, 4.19230, -0.72956], [0.90735, 0.36443, -1.72078]]
}